a | Density functional theory data (the ωB97M-V functional and the def2-TZVPD basis) for the ion C6H8NO with charge +1.

Each line ends with the Löwdin charge.
Geometry (Å):
C 1.82 0.14 0.71  0.00
C 1.42 1.07 -0.25  0.04
C 1.19 -1.15 0.45  0.00
C 0.47 0.28 -1.08  -0.18
C -1.06 0.03 1.02  0.01
C -0.94 0.59 -0.35  -0.18
N -1.78 -0.58 -0.07  0.06
O 0.72 -1.16 -0.79  -0.01
H 2.15 0.23 1.69  0.10
H 1.73 2.16 -0.39  0.17
H 1.32 -2.17 0.85  0.17
H 0.35 0.57 -2.14  0.17
H -1.74 0.35 1.78  0.10
H -1.42 1.45 -0.87  0.17
H -1.41 -1.49 -0.43  0.18
H -2.81 -0.33 -0.15  0.21

Orbital gap (spin up / spin down) ... 0.2969 / 0.2967 hartree
Highest occupied orbital energy (spin up / spin down) ... -12.973 / -12.970 eV
Net charge ... +1


b | Density functional theory data (the ωB97M-V functional and the def2-TZVPD basis) for the ion C6H8NO with charge +1.

Each line ends with the Löwdin charge.
Geometry (Å):
C -1.74 -0.68 -0.28  0.06
C -1.32 0.08 0.90  -0.21
C -0.79 0.57 -0.38  -0.08
C -0.13 -0.50 1.60  0.22
C 0.63 0.26 -0.35  -0.05
C 1.70 0.52 -1.32  0.06
N 1.03 -0.32 0.83  -0.19
O 2.17 -0.62 1.18  0.04
H -1.50 -1.69 -0.26  0.12
H -2.73 -0.68 -0.50  0.10
H -2.12 0.65 1.43  0.19
H -1.16 1.45 -0.94  0.19
H -0.14 -0.84 2.69  0.19
H 2.54 0.02 -0.81  0.11
H 2.21 1.47 -1.46  0.13
H 1.34 0.33 -2.33  0.13

Orbital gap (spin up / spin down) ... 0.2519 / 0.2634 hartree
Highest occupied orbital energy (spin up / spin down) ... -13.954 / -14.069 eV
Net charge ... +1


Stability summary - winner: a; margin: 0.661 eV.


a | Density functional theory data (the ωB97M-V functional and the def2-TZVPD basis) for an isolated molecule of C3H5BrS.

Each line ends with the Löwdin charge.
Geometry (Å):
C 0.54 -0.49 0.54  -0.18
C -0.53 0.23 -0.25  -0.55
C 2.17 -0.75 0.89  -0.42
S -2.20 -0.23 -0.54  0.71
Br 3.24 0.12 -0.71  0.39
H 3.02 -0.31 1.58  0.05
H 0.14 -1.42 0.93  0.04
H -0.19 1.03 -0.90  0.03
H 2.30 -1.82 0.69  0.03
H -2.22 0.55 -1.70  -0.09

Orbital gap ... 0.3212 hartree
Highest occupied orbital energy ... -8.581 eV


b | Density functional theory data (the ωB97M-V functional and the def2-TZVPD basis) for an isolated molecule of C3H5BrS.

Each line ends with the Löwdin charge.
Geometry (Å):
C -0.48 -1.22 1.03  -0.69
C -0.79 -0.17 0.05  -0.84
C -0.04 0.68 -0.87  -0.18
S -0.57 -2.35 -0.38  0.60
Br -2.71 0.19 0.00  0.67
H 0.59 -1.06 1.45  0.10
H -1.16 -1.32 1.86  0.06
H 0.87 0.97 -0.42  0.06
H -0.62 1.62 -1.29  0.11
H 0.31 0.07 -1.83  0.12

Orbital gap ... 0.3025 hartree
Highest occupied orbital energy ... -8.615 eV


Stability summary - winner: b; margin: 1.588 eV.


a | Density functional theory data (the ωB97M-V functional and the def2-TZVPD basis) for an isolated molecule of C5H6N2O2.

Each line ends with the Löwdin charge.
Geometry (Å):
C 2.94 -0.60 -0.01  0.01
C 1.97 0.32 0.12  -0.09
C 0.10 -1.28 0.11  -0.11
C -1.82 0.55 0.41  -0.07
C -0.40 1.03 0.03  -0.31
H 2.81 -1.66 -0.18  0.04
H 4.05 -0.37 -0.01  0.09
H 2.04 1.45 0.07  0.14
H 0.90 -1.93 0.15  0.09
H -2.57 1.33 0.32  0.13
H -1.74 0.12 1.46  0.15
N 0.55 -0.02 -0.02  -0.03
N -1.19 -1.62 -0.11  0.06
O -2.20 -0.64 -0.34  -0.13
O -0.01 2.19 -0.26  0.05

Orbital gap ... 0.3497 hartree
Highest occupied orbital energy ... -9.097 eV


b | Density functional theory data (the ωB97M-V functional and the def2-TZVPD basis) for a cluster of 2 separate species, C5H6N2O2 in total.

Each line ends with the Löwdin charge.
Geometry (Å):
C 1.04 -0.32 0.78  -0.05
C 1.70 0.78 1.06  -0.03
C 1.16 -0.59 -0.70  -0.43
C 2.41 1.23 -0.16  -0.40
C -1.85 1.06 1.18  -0.08
N -1.52 0.18 0.31  0.05
N 1.96 0.28 -1.21  0.17
O 0.60 -1.49 -1.46  0.13
O 3.30 2.02 -0.32  0.13
H 0.35 -0.90 1.41  0.10
H 1.73 1.12 2.13  0.13
H -1.50 1.15 2.14  0.03
H -2.56 1.92 1.11  0.08
H -0.04 -2.09 -1.10  0.11
H -1.97 0.21 -0.58  0.05

Orbital gap ... 0.3392 hartree
Highest occupied orbital energy ... -9.635 eV


Stability summary - winner: b; margin: 0.917 eV.


a | Density functional theory data (the ωB97M-V functional and the def2-TZVPD basis) for a cluster of 2 separate species, C5H6N2O2 in total.

Each line ends with the Löwdin charge.
Geometry (Å):
C 2.01 -1.04 2.32  -0.26
C -2.93 -0.74 -0.82  -0.11
C -3.26 1.73 -1.67  -0.06
C 0.69 -1.22 2.27  -0.01
C -2.26 0.29 -0.08  -0.49
N 3.16 -0.62 2.29  0.12
N -3.71 -1.51 -1.16  0.22
O -1.57 0.04 0.85  0.15
O -2.59 1.53 -0.45  -0.01
H -2.44 1.74 -2.43  0.12
H -3.80 2.78 -1.68  0.14
H -3.96 0.93 -1.71  0.06
H -0.03 -0.98 1.43  0.04
H 0.11 -1.47 3.11  0.03
H 3.91 -1.26 2.09  0.06

Orbital gap ... 0.3040 hartree
Highest occupied orbital energy ... -8.573 eV


b | Density functional theory data (the ωB97M-V functional and the def2-TZVPD basis) for an isolated molecule of C5H6N2O2.

Each line ends with the Löwdin charge.
Geometry (Å):
C -2.36 -0.54 -0.57  -0.11
C -0.89 -0.48 -0.39  -0.31
C 1.49 0.10 1.02  -0.05
C 0.97 1.11 -0.04  -0.33
C -0.27 0.81 -0.62  -0.14
H -2.65 -1.69 -0.41  0.16
H 1.47 -1.85 0.48  0.08
H 0.87 0.10 2.15  0.19
H 2.59 -0.03 1.11  0.12
H 1.12 2.34 -0.08  0.20
H -1.04 1.57 -0.98  0.17
N -0.32 -1.50 0.07  0.16
N 1.01 -1.06 0.17  -0.09
O -3.08 0.56 -0.58  -0.04
O 1.08 0.57 -1.33  -0.01

Orbital gap ... 0.3155 hartree
Highest occupied orbital energy ... -9.014 eV


Stability summary - winner: a; margin: 2.620 eV.